Record 1
{"formula": "C8H10Cl2N4", "method": "wB97M-V/def2-TZVPD", "species": ["C", "C", "C", "C", "C", "C", "C", "C", "N", "N", "N", "N", "Cl", "Cl", "H", "H", "H", "H", "H", "H", "H", "H", "H", "H"], "positions_angstrom": [[-1.13111, -0.78652, -2.23196], [-3.42439, 0.88420, -0.04099], [-2.24212, -1.43028, 0.04478], [-2.87566, 0.40406, 1.30915], [-1.92765, -0.52996, -1.09125], [1.12055, -0.99769, 1.52443], [2.14276, -0.33403, -0.64841], [0.84118, -0.76370, 0.04691], [-0.52870, -0.92059, -3.20374], [-2.75615, -0.99820, 1.09942], [-2.87027, 0.48284, -1.14242], [-0.21026, 0.14917, -0.10716], [-4.77790, 1.92692, 0.05298], [-2.23677, -3.09682, -0.29377], [-1.68318, 0.62073, 1.30403], [-3.43422, 0.76344, 2.23606], [1.65461, -0.24342, 2.00053], [0.16953, -1.05041, 1.89497], [1.56766, -1.97040, 1.65727], [1.98164, -0.20200, -1.71466], [2.98441, -0.99212, -0.45304], [2.45048, 0.64473, -0.21794], [0.76946, -1.75835, -0.45182], [0.06278, 0.92433, -0.87467]], "lumo_ev": [-1.478, -1.477], "molar_mass_g_mol": 233.1, "max_force_ev_per_a": 4.9, "total_charge": 0, "e_tot_ev": -39458.9124, "homo_ev": [-9.050, -9.045], "multiplicity": 1}


Record 2
{"formula": "C8H10ClHoN", "method": "wB97M-V/def2-TZVPD", "species": ["C", "C", "C", "C", "C", "Ho", "C", "C", "C", "N", "H", "H", "H", "H", "H", "H", "H", "H", "H", "H", "Cl"], "positions_angstrom": [[-0.09199, -0.04567, -2.39184], [0.55568, -1.26946, -2.01231], [1.80896, -0.94182, -1.38886], [1.93029, 0.49409, -1.36974], [0.75168, 1.04767, -1.98609], [0.10850, -0.07440, 0.01498], [-0.69244, -2.20140, 0.85338], [-1.79034, -1.80861, 0.23516], [-2.97051, -1.70541, -0.36660], [-1.55202, 0.96772, 0.32340], [2.52367, -1.64333, -0.98439], [0.16429, -2.26188, -2.17144], [2.74233, 1.05596, -0.94132], [0.53009, 2.09592, -2.10193], [-1.05848, 0.04136, -2.86715], [0.07945, -2.80063, 0.33634], [-2.31965, 1.38914, 0.31122], [-0.53205, -2.01770, 1.93033], [-3.66587, -2.54752, -0.34430], [-3.27080, -0.79121, -0.89636], [1.96200, -0.53805, 1.63684]], "lumo_ev": [3.359, 3.355], "molar_mass_g_mol": 320.6, "max_force_ev_per_a": 9.7, "total_charge": -1, "e_tot_ev": -48267.5838, "homo_ev": [-2.967, -3.135], "multiplicity": 5}


Record 3
{"formula": "C8H10ErO5S2", "method": "wB97M-V/def2-TZVPD", "species": ["O", "C", "O", "C", "O", "C", "C", "S", "O", "O", "C", "C", "C", "C", "S", "H", "H", "H", "H", "H", "H", "H", "H", "H", "H", "Er"], "positions_angstrom": [[-0.82482, -2.99171, 0.06443], [0.12019, -2.33984, -0.23948], [1.24642, -2.80411, -0.79362], [2.00049, -1.68674, -1.14269], [2.92486, -1.69142, -1.83426], [1.36934, -0.46946, -0.49855], [2.05248, 0.86971, -0.65287], [3.85936, 0.96274, -0.53306], [4.20839, 2.04204, -1.59091], [4.66087, -0.20626, -0.62519], [0.16557, -0.85034, 0.00480], [-1.10715, -0.36692, 0.65111], [-1.77182, 0.89467, 0.08620], [-3.28624, 0.87722, 0.13402], [-4.13960, 1.05469, 1.73554], [1.72592, 1.59716, 0.11396], [1.85779, 1.29853, -1.65098], [4.03585, 1.63769, 0.62041], [-1.79339, -1.19733, 0.44143], [-0.94375, -0.29253, 1.72380], [-1.49398, 0.94397, -0.98240], [-1.39267, 1.80958, 0.56907], [-3.71138, 0.01266, -0.39826], [-3.68657, 1.78486, -0.35457], [-3.65468, 0.01723, 2.38033], [-2.42146, -0.90608, 2.77169]], "lumo_ev": [-11.988, -14.897], "molar_mass_g_mol": 417.6, "max_force_ev_per_a": 6.1, "total_charge": 3, "e_tot_ev": -67946.8013, "homo_ev": [-20.686, -19.586], "multiplicity": 4}


Record 4
{"formula": "C8H10F2IN2O2", "method": "wB97M-V/def2-TZVPD", "species": ["C", "C", "C", "C", "C", "C", "C", "C", "N", "N", "O", "O", "F", "F", "I", "H", "H", "H", "H", "H", "H", "H", "H", "H", "H"], "positions_angstrom": [[-2.06855, -1.23296, -1.72967], [-1.16301, -0.86074, -2.63287], [-0.12524, -1.06959, -0.61683], [1.25879, 1.49711, -0.03533], [1.35203, 2.85783, 0.58469], [-2.08794, -1.74696, 0.72499], [0.84832, -0.78665, 0.48578], [-1.73737, -4.32084, -2.58007], [-1.45240, -1.23043, -0.46235], [0.04347, -0.83536, -1.99472], [1.71822, 1.17382, -1.10412], [0.70407, 0.66561, 0.84186], [-1.81029, -4.48093, -3.89844], [-1.32382, -5.49930, -2.09576], [-1.25189, -0.48214, -4.73973], [-3.10373, -1.03811, -1.81449], [1.25764, 2.76471, 1.63391], [0.68908, 3.63762, 0.11078], [2.35889, 3.15498, 0.35047], [-2.12694, -2.75390, 0.53193], [-1.55976, -1.48791, 1.56067], [-3.09096, -1.25206, 0.84786], [0.71654, -1.28373, 1.41791], [1.94136, -0.91236, 0.25579], [0.89393, -0.47482, -2.37112]], "lumo_ev": -3.569, "molar_mass_g_mol": 331.1, "max_force_ev_per_a": 3.6, "total_charge": 1, "e_tot_ev": -29059.8443, "homo_ev": -13.070, "multiplicity": 1}


Record 5
{"formula": "C8H10F3N2", "method": "wB97M-V/def2-TZVPD", "species": ["C", "C", "C", "C", "C", "C", "C", "C", "N", "N", "F", "F", "F", "H", "H", "H", "H", "H", "H", "H", "H", "H", "H"], "positions_angstrom": [[0.73754, -2.81968, -0.37529], [-0.01984, -2.03527, 0.47489], [1.91383, -2.22470, -0.83759], [2.12483, -0.86011, -0.65274], [0.28465, -0.63823, 0.77900], [1.78908, 1.34613, 0.19623], [-2.93870, 1.26482, 0.45709], [-2.16775, 1.99725, -0.57596], [1.47111, -0.10596, 0.16508], [-0.47279, 0.24713, 1.43936], [-2.87026, 2.96305, -1.15469], [-1.04610, 2.63863, -0.16737], [-1.78245, 1.09673, -1.53727], [0.48076, -3.92320, -0.42844], [-0.94255, -2.55715, 0.87555], [2.72526, -2.72486, -1.45687], [3.03602, -0.47741, -1.15826], [2.09256, 1.60583, 1.11898], [2.62248, 1.55117, -0.46224], [0.77381, 1.84427, -0.05763], [-3.55533, 0.48566, 0.03348], [-2.87158, 1.54266, 1.55464], [-1.38457, -0.21676, 1.77005]], "lumo_ev": [-4.275, -6.735], "molar_mass_g_mol": 191.2, "max_force_ev_per_a": 4.2, "total_charge": 1, "e_tot_ev": -19580.6289, "homo_ev": [-13.578, -13.063], "multiplicity": 1}


Record 6
{"formula": "C8H10IP", "method": "wB97M-V/def2-TZVPD", "species": ["C", "C", "C", "C", "C", "C", "C", "C", "P", "I", "H", "H", "H", "H", "H", "H", "H", "H", "H", "H"], "positions_angstrom": [[-0.65702, 0.27545, -3.17867], [-1.15062, -0.90978, -2.56226], [-0.03696, 1.28042, -2.50165], [-0.89390, -1.03679, -1.19422], [0.30612, 1.04206, -1.14355], [-0.05558, -0.15622, -0.61425], [-0.20382, 0.87048, 2.87660], [0.23137, -0.47684, 2.19040], [2.03603, -0.41193, 1.85983], [-0.79153, -2.29025, 2.64601], [-0.79148, 0.34461, -4.30560], [-1.62594, -1.76417, -3.09535], [0.28016, 2.16079, -3.06812], [-1.02924, -1.99061, -0.70797], [0.70387, 1.83963, -0.58689], [-0.30192, 0.79091, 3.97756], [0.51027, 1.65040, 2.69778], [-1.15136, 1.27293, 2.41453], [2.32542, -0.93412, 3.22099], [2.29612, -1.55696, 1.07484]], "lumo_ev": [-1.079, -1.079], "molar_mass_g_mol": 264.0, "max_force_ev_per_a": 3.6, "total_charge": 0, "e_tot_ev": -25842.1404, "homo_ev": [-7.700, -7.699], "multiplicity": 1}


Record 7
{"formula": "C8H10N2", "method": "wB97M-V/def2-TZVPD", "species": ["C", "C", "C", "C", "C", "C", "C", "C", "N", "N", "H", "H", "H", "H", "H", "H", "H", "H", "H", "H"], "positions_angstrom": [[0.47147, 2.49869, 1.34006], [0.46274, 1.20555, 0.85506], [1.33431, 1.28580, -0.23688], [-0.21772, -0.02510, 1.34760], [0.80534, -1.23156, -0.76078], [-0.09708, -1.21899, 0.39056], [-0.62855, -1.12222, -1.03225], [-1.37866, -2.27595, -1.66368], [1.83594, 2.46808, -0.43745], [1.30195, 3.21794, 0.54216], [-0.03533, 2.94261, 2.17450], [0.22428, -0.31497, 2.30723], [-1.27912, 0.17591, 1.52675], [1.63979, -1.80108, -1.09454], [-0.25091, -2.15811, 0.91918], [-1.01409, -0.15110, -1.32600], [-1.27231, -2.25378, -2.74887], [-2.43872, -2.20952, -1.42071], [-0.99598, -3.22975, -1.29660], [1.53265, 4.19757, 0.61467]], "lumo_ev": [0.347, 0.008], "molar_mass_g_mol": 134.2, "max_force_ev_per_a": 2.2, "total_charge": 0, "e_tot_ev": -11432.9571, "homo_ev": [-8.861, -8.241], "multiplicity": 1}


Record 8
{"formula": "C8H10N2", "method": "wB97M-V/def2-TZVPD", "species": ["C", "N", "C", "C", "C", "C", "C", "C", "C", "N", "H", "H", "H", "H", "H", "H", "H", "H", "H", "H"], "positions_angstrom": [[-2.82210, 0.22157, 0.38588], [-1.40151, -0.14399, 0.02144], [-0.74371, 0.55834, -0.93322], [0.36937, 1.26626, -0.72967], [1.14011, 1.33469, 0.56004], [2.15670, 0.47655, 0.81114], [2.26561, -0.58742, -0.15907], [1.15912, -1.24897, -0.49700], [0.15176, -1.69998, 0.43624], [-1.04892, -1.28185, 0.65970], [-2.93980, 1.29368, 0.65844], [-3.62603, 0.00939, -0.39578], [-3.09567, -0.34769, 1.26655], [-1.29598, 0.64578, -1.84869], [0.86223, 1.64168, -1.67625], [0.86057, 2.25321, 1.03905], [2.96175, 0.57105, 1.43114], [3.33186, -0.55121, -0.62784], [1.26219, -1.87964, -1.40079], [0.45245, -2.53146, 0.99867]], "lumo_ev": 0.897, "molar_mass_g_mol": 134.2, "max_force_ev_per_a": 4.9, "total_charge": 0, "e_tot_ev": -11433.2811, "homo_ev": -7.747, "multiplicity": 1}


Record 9
{"formula": "C8H10N2OS", "method": "wB97M-V/def2-TZVPD", "species": ["C", "N", "C", "C", "N", "C", "C", "C", "O", "C", "C", "S", "H", "H", "H", "H", "H", "H", "H", "H", "H", "H"], "positions_angstrom": [[2.85073, 0.48257, -0.83536], [1.56331, -0.08048, -0.59701], [1.47415, -1.50196, -0.47878], [0.30180, -1.78753, 0.10663], [-0.46520, -0.67401, 0.39738], [-1.74067, -0.73443, 0.89407], [-2.88520, -0.90548, -0.11443], [-3.74079, -0.03877, -0.48504], [-4.65244, 0.58202, -0.79952], [0.36991, 0.37858, 0.12764], [0.19628, 1.73608, 0.50826], [1.11801, 3.15586, -0.10491], [3.44688, 0.47568, 0.14749], [3.36984, -0.18890, -1.61847], [2.62001, 1.53303, -1.20283], [2.17479, -2.20994, -0.76774], [-0.01270, -2.77869, 0.58387], [-1.68660, -1.52729, 1.68983], [-2.13754, 0.19273, 1.44471], [-2.86557, -1.72079, -0.72861], [-0.84262, 1.97313, 0.75675], [1.54361, 3.63858, 1.07606]], "lumo_ev": 0.548, "molar_mass_g_mol": 182.2, "max_force_ev_per_a": 5.4, "total_charge": 0, "e_tot_ev": -24317.2278, "homo_ev": -6.877, "multiplicity": 1}


Record 10
{"formula": "C8H10N3O", "method": "wB97M-V/def2-TZVPD", "species": ["C", "C", "C", "C", "C", "C", "C", "C", "N", "N", "N", "O", "H", "H", "H", "H", "H", "H", "H", "H", "H", "H"], "positions_angstrom": [[-2.15727, 0.68304, -0.71617], [-2.90796, -0.31558, -0.12562], [-0.84511, 0.29631, -0.70375], [2.26693, -0.44816, -0.38738], [0.36282, 1.26396, -0.69329], [1.35741, -1.70403, -0.59150], [1.25200, 0.46864, 1.41662], [1.52226, 0.84747, 0.14958], [-2.02158, -1.26907, 0.22356], [-0.79134, -0.92886, -0.08204], [0.25826, -1.68680, 0.31132], [3.45016, -0.48488, -0.49556], [-2.56576, 1.57428, -1.32272], [-4.03792, -0.29559, 0.03634], [0.46141, 1.61981, -1.70388], [-0.06913, 2.10736, -0.16389], [1.02876, -1.66166, -1.62952], [1.89310, -2.69625, -0.43092], [2.02615, 0.55970, 2.08737], [0.25437, 0.30541, 1.83728], [2.37968, 1.52790, 0.14567], [-2.23608, -1.97438, 0.90690]], "lumo_ev": [-5.727, -4.906], "molar_mass_g_mol": 164.2, "max_force_ev_per_a": 4.5, "total_charge": 1, "e_tot_ev": -14963.9022, "homo_ev": [-12.389, -12.986], "multiplicity": 1}


Record 11
{"formula": "C8H10N3O", "method": "wB97M-V/def2-TZVPD", "species": ["C", "C", "C", "C", "C", "C", "C", "C", "N", "N", "N", "O", "H", "H", "H", "H", "H", "H", "H", "H", "H", "H"], "positions_angstrom": [[1.47241, -1.60221, 0.90851], [0.18120, -1.55976, 1.42403], [0.95586, 0.16286, -0.70052], [-0.45508, 0.09861, -0.26486], [1.91230, -0.62382, -0.02050], [-0.80479, -0.88100, 0.75187], [-1.22553, 1.58628, -2.15502], [-1.47130, 0.87924, -0.87583], [-1.62814, 2.08600, 2.82746], [-2.09505, 1.86560, 1.87854], [3.21470, -0.56700, -0.29303], [-2.18709, -1.18174, 0.91709], [2.07481, -2.39985, 1.43438], [-0.02513, -2.25201, 2.30026], [1.34637, 0.98466, -1.20348], [-1.14906, 2.69600, -1.89681], [-0.50738, 1.14182, -2.83209], [-2.18591, 1.54161, -2.71204], [-2.37410, 1.21078, -0.37018], [3.76760, -1.24187, 0.27676], [3.55229, -0.46036, -1.23258], [-2.36898, -1.48384, 1.83804]], "lumo_ev": -5.904, "molar_mass_g_mol": 164.2, "max_force_ev_per_a": 3.7, "total_charge": 1, "e_tot_ev": -14968.2645, "homo_ev": -12.197, "multiplicity": 1}